(1)
ORCA calculation (the ωB97M-V functional and the def2-TZVPD basis) on 7 unconnected molecules or ions with the total composition C63H133N7O7.

Computed properties:
SMILES: CC1(C)CCCC(C)(C)N1O.CC1(C)CCCC(C)(C)N1O.CC1(C)CCCC(C)(C)N1O.CC1(C)CCCC(C)(C)N1O.CC1(C)CCCC(C)(C)N1O.CC1(C)CCCC(C)(C)N1O.CC1(C)CCCC(C)(C)N1O
strongest force on any atom: 0.07714 Eh/bohr
energy: -92236.77351 eV
energy above the lowest of the compared OMol25 structures with the same formula, charge and spin: 175.9 kcal/mol

Structure (XYZ):
```
210
Properties=species:S:1:pos:R:3:forces:R:3:lowdin_charge:R:1
C 0.8353 1.4302 1.1711 -0.209 -0.799 1.337 -0.044
C -0.3546 0.6488 0.5151 0.491 1.690 -0.116 -0.448
C -0.9047 1.8078 -0.3712 -0.643 -0.689 -0.184 -0.052
C 0.1015 -0.4810 -0.4264 2.068 -0.132 0.556 -0.162
C -0.8958 -1.4569 -0.9519 -1.770 0.240 0.306 -0.185
C -1.9705 -1.8139 0.1224 0.965 0.871 -0.122 -0.131
C -2.4679 -0.6526 1.0205 -2.187 -0.029 -0.456 -0.433
C -3.5457 0.2743 0.2524 0.874 -0.118 1.406 -0.021
C -3.2700 -1.3355 2.2409 1.010 0.943 -0.177 -0.043
N -1.2973 0.1050 1.5552 0.411 -0.912 -0.963 -0.084
O -1.7828 1.1784 2.3213 -0.324 0.724 -0.006 -0.040
H 1.3230 2.1460 0.5094 0.219 -0.681 -0.278 0.074
H 0.4748 2.0826 1.9663 -0.533 -0.048 -0.012 0.073
H 1.5404 0.7974 1.7102 0.284 -0.233 -0.364 0.077
H -1.4339 2.5567 0.2181 -0.460 -0.313 -0.085 0.085
H -0.0971 2.3768 -0.8316 0.091 -0.426 -0.156 0.074
H -1.4824 1.3283 -1.1614 -0.488 0.688 -0.074 0.069
H 0.6709 -0.0161 -1.2311 -0.298 0.316 -0.309 0.121
H 0.9045 -1.0892 -0.0099 0.034 0.108 0.942 0.115
H -1.3497 -1.0243 -1.8435 -0.470 -0.065 -0.039 0.101
H -0.4764 -2.4097 -1.2750 0.395 0.180 -0.010 0.110
H -1.5087 -2.4752 0.8556 -0.010 -0.552 -0.284 0.113
H -2.7728 -2.2929 -0.4388 -0.309 -0.109 0.619 0.118
H -3.4430 0.2202 -0.8314 -0.300 -0.015 0.137 0.070
H -3.4729 1.3036 0.6035 0.707 0.154 -0.334 0.062
H -4.5467 0.1012 0.6476 -0.168 -0.885 -0.640 0.065
H -3.8905 -2.2024 2.0140 0.108 0.123 -0.689 0.077
H -3.9275 -0.6123 2.7234 0.005 0.155 -0.062 0.066
H -2.5780 -1.6788 3.0100 0.297 -0.007 -0.030 0.072
H -1.8970 0.8322 3.2094 0.211 -0.179 0.095 0.102
C -0.5012 11.7283 0.1981 0.883 -0.030 0.429 -0.035
C -0.6694 11.8704 1.7387 -1.095 1.709 -0.625 -0.480
C -2.0501 12.6540 1.9334 0.707 -0.176 0.534 -0.033
C -0.9488 10.5390 2.3390 1.090 -1.280 0.543 -0.172
C 0.2915 9.6578 2.5483 0.116 0.537 -0.181 -0.168
C 1.4272 10.3516 3.3427 -1.108 -0.145 -0.373 -0.108
C 1.6317 11.8883 2.9308 1.323 -1.673 -1.254 -0.477
C 2.1476 12.5681 4.1693 -0.072 1.384 0.057 -0.055
C 2.6540 11.9282 1.7175 -0.826 -0.739 0.490 -0.008
N 0.4313 12.5607 2.4706 -2.481 -1.348 0.866 -0.123
O 0.6620 13.8632 1.9920 0.196 -0.267 -0.046 -0.006
H -0.0446 12.6205 -0.2303 -0.445 0.216 -0.057 0.081
H 0.1931 10.9315 -0.0684 0.024 -0.241 0.146 0.065
H -1.4614 11.4755 -0.2515 0.085 0.270 -0.091 0.078
H -1.9754 13.7298 1.7747 -0.023 -0.106 -0.498 0.072
H -2.8392 12.1860 1.3447 0.251 0.256 -0.590 0.076
H -2.4759 12.5376 2.9300 0.567 -0.009 0.452 0.069
H -1.4447 10.6718 3.3005 -0.173 -0.131 -0.012 0.120
H -1.5628 9.9740 1.6376 -0.513 0.170 0.214 0.125
H -0.0876 8.7206 2.9557 0.444 -0.063 0.440 0.107
H 0.6919 9.3843 1.5720 0.051 0.043 -0.202 0.100
H 2.3144 9.7266 3.2411 0.499 0.549 -0.764 0.104
H 1.3319 10.2076 4.4189 -0.860 0.688 0.223 0.102
H 1.3843 12.6658 4.9412 -0.133 -0.727 0.119 0.086
H 2.2993 13.6217 3.9348 0.690 0.083 -0.124 0.074
H 3.0558 12.1150 4.5668 -0.029 0.069 -0.069 0.092
H 3.0654 12.9227 1.5449 0.315 -0.250 0.222 0.079
H 2.1049 11.6564 0.8160 -0.223 0.204 -0.039 0.060
H 3.3488 11.0919 1.7948 0.678 0.565 0.281 0.073
H 0.2107 14.3698 2.6712 0.066 0.443 -0.091 0.103
C 4.4415 -2.2118 8.9641 0.223 1.412 0.215 -0.044
C 3.0702 -2.7126 8.5055 0.606 0.497 -0.169 -0.502
C 3.2423 -3.2236 7.0561 -0.749 0.293 -0.595 -0.043
C 2.7410 -3.9288 9.3888 0.193 0.525 0.175 -0.131
C 2.1538 -3.5578 10.7787 -0.275 -0.555 -1.556 -0.160
C 0.8936 -2.7600 10.5049 0.694 0.996 0.230 -0.155
C 1.2056 -1.3974 9.7939 -0.646 -0.559 1.182 -0.472
C -0.1680 -0.8129 9.3814 1.262 0.312 -0.435 -0.036
C 1.8763 -0.4278 10.8238 0.718 -0.615 -0.521 -0.024
N 1.9916 -1.6882 8.5611 -1.012 -1.876 1.350 -0.120
O 2.2627 -0.5303 7.8610 0.519 0.621 -0.525 -0.006
H 5.2149 -2.9786 9.0087 -0.198 -0.159 -0.106 0.086
H 4.8157 -1.4112 8.3260 -0.056 -0.049 -0.290 0.081
H 4.3816 -1.7241 9.9371 0.011 -0.313 0.244 0.064
H 3.7576 -2.5669 6.3552 0.443 0.338 0.491 0.077
H 3.7264 -4.1980 6.9906 0.083 0.004 0.294 0.084
H 2.2746 -3.3083 6.5617 -0.357 -0.349 0.296 0.080
H 2.0939 -4.5585 8.7783 -0.312 -0.288 0.496 0.117
H 3.7312 -4.3809 9.4452 -0.299 -0.633 0.294 0.107
H 1.8492 -4.4334 11.3520 0.377 -0.223 -0.044 0.108
H 2.8625 -2.9827 11.3747 0.037 -0.004 -0.028 0.107
H 0.4495 -2.5822 11.4844 -0.398 0.429 -0.132 0.115
H 0.1637 -3.3048 9.9062 0.176 -0.242 -0.075 0.114
H -0.6973 -0.3228 10.1985 0.000 -0.383 0.170 0.086
H -0.7548 -1.5918 8.8944 -0.176 0.243 -0.025 0.080
H 0.0981 -0.0125 8.6911 -0.502 0.072 -0.259 0.070
H 1.5103 -0.5510 11.8431 -0.477 0.007 -0.140 0.080
H 1.8266 0.6250 10.5456 -0.113 -0.081 -0.143 0.080
H 2.9300 -0.6966 10.8981 0.107 0.209 -0.046 0.054
H 1.6210 -0.5985 7.1503 0.120 0.373 -0.352 0.104
C 2.1742 -4.9013 -9.8634 -2.143 -2.281 1.573 -0.066
C 3.2444 -4.0801 -10.3736 1.119 3.269 -1.494 -0.503
C 2.5966 -2.9486 -11.2505 0.299 0.548 -0.341 -0.041
C 3.9067 -3.3161 -9.1773 -0.409 0.050 0.861 -0.143
C 4.9318 -4.1114 -8.3833 0.473 -0.414 -0.394 -0.176
C 5.9534 -4.6744 -9.3893 -0.286 -0.070 -1.584 -0.117
C 5.2959 -5.5942 -10.5028 0.492 -0.716 0.634 -0.442
C 6.4194 -5.9661 -11.5730 0.184 0.865 -0.057 -0.042
C 4.7455 -6.8963 -9.8837 -0.636 -0.317 -0.530 -0.040
N 4.3134 -4.6977 -11.1945 1.082 0.427 1.834 -0.125
O 3.8175 -5.2645 -12.3618 -0.450 -0.603 -0.359 -0.011
H 1.6595 -5.5705 -10.5529 0.406 -0.014 -0.405 0.100
H 2.4932 -5.5050 -9.0138 0.078 -0.236 -0.025 0.073
H 1.3625 -4.3075 -9.4430 0.088 0.396 -0.081 0.094
H 1.9760 -3.2078 -12.1084 0.308 -0.861 -0.054 0.076
H 1.9172 -2.2782 -10.7240 0.134 -0.207 0.790 0.078
H 3.3797 -2.2921 -11.6299 0.188 -0.096 -0.082 0.079
H 4.2851 -2.3126 -9.3721 0.464 -0.236 -0.982 0.117
H 3.1372 -3.0339 -8.4586 -0.612 -0.336 -0.099 0.115
H 5.3607 -3.4915 -7.5960 0.443 0.325 -0.338 0.108
H 4.4418 -4.8633 -7.7647 -0.066 -0.559 -0.403 0.100
H 6.9087 -5.0743 -9.0495 -0.373 -0.458 0.539 0.114
H 6.2681 -3.8902 -10.0778 0.125 0.778 0.462 0.106
H 6.2148 -6.6334 -12.4102 -1.157 0.217 -0.011 0.075
H 7.3805 -6.4133 -11.3194 -0.180 -0.109 1.526 0.075
H 6.7763 -5.0173 -11.9737 -0.277 0.242 -0.386 0.075
H 5.5910 -7.5419 -9.6460 -0.140 -0.113 0.084 0.083
H 4.0642 -7.4143 -10.5587 0.460 -0.172 -0.721 0.081
H 4.0566 -6.8565 -9.0399 0.604 0.730 0.509 0.058
H 4.4931 -4.9740 -12.9788 -0.219 -0.051 -0.466 0.099
C 0.4850 -14.5039 2.2147 -0.345 0.005 0.266 -0.035
C 0.2310 -13.3138 1.2910 0.438 2.248 0.025 -0.483
C -0.7212 -13.5874 0.1357 -1.033 -1.885 -0.160 -0.026
C -0.4244 -12.2042 2.2017 -1.093 -1.198 0.041 -0.159
C -0.5012 -10.8471 1.5882 1.917 0.526 0.690 -0.180
C 0.9405 -10.4315 1.2899 0.461 0.490 -0.656 -0.156
C 1.7446 -11.3858 0.3721 0.090 0.218 0.603 -0.465
C 1.2133 -11.0868 -0.9977 1.105 -0.527 -1.745 -0.062
C 3.3177 -11.0450 0.5037 -1.665 -0.958 0.040 -0.007
N 1.4996 -12.8082 0.7449 -0.117 2.342 2.788 -0.158
O 2.0774 -13.7301 -0.0806 0.585 -0.822 -0.861 0.001
H 1.3278 -14.3531 2.8894 0.419 0.181 -0.426 0.087
H -0.3328 -14.5259 2.9349 -0.403 -0.502 -0.255 0.079
H 0.5705 -15.4568 1.6925 0.003 0.023 0.071 0.081
H -0.4752 -13.3266 -0.8937 0.341 0.927 0.425 0.080
H -0.7803 -14.6651 -0.0168 -0.216 -0.349 0.286 0.074
H -1.7309 -13.2843 0.4123 -0.060 0.152 -0.365 0.084
H -1.4250 -12.5653 2.4395 -0.360 -0.274 -0.381 0.109
H -0.0555 -12.1597 3.2264 1.012 0.121 -0.186 0.121
H -1.0892 -10.7349 0.6773 -0.212 -0.299 0.184 0.113
H -0.7683 -10.0906 2.3262 -0.835 -0.151 -0.029 0.115
H 1.5657 -10.1330 2.1313 -0.425 -0.456 0.629 0.113
H 0.7817 -9.4889 0.7661 0.636 0.152 -0.384 0.111
H 1.5295 -10.1006 -1.3374 -0.289 0.202 0.138 0.086
H 0.1439 -11.2405 -1.1415 0.063 0.226 0.294 0.075
H 1.7205 -11.7662 -1.6828 -0.137 -0.203 -0.327 0.084
H 3.9220 -11.8123 0.0198 -0.129 0.107 -0.358 0.067
H 3.5953 -11.1029 1.5562 -0.136 0.228 0.096 0.070
H 3.5509 -10.0603 0.0986 -0.080 -0.048 0.004 0.076
H 2.6156 -14.1877 0.5694 0.466 -0.474 -0.449 0.107
C -13.5325 -1.7785 1.4618 0.622 -0.172 -0.474 -0.050
C -13.4342 -0.8194 2.6837 -1.298 -3.293 1.791 -0.484
C -14.8435 -0.8794 3.3655 -0.209 -0.397 0.353 -0.036
C -12.3927 -1.4893 3.6943 -0.480 0.975 0.056 -0.126
C -12.0024 -0.5687 4.8728 1.242 0.976 -2.253 -0.163
C -11.5737 0.8127 4.2382 -1.632 -0.632 0.564 -0.135
C -12.6957 1.4550 3.3621 1.077 -0.049 2.233 -0.456
C -13.8195 1.9080 4.3883 -0.161 0.041 -0.563 -0.029
C -12.1744 2.7899 2.8153 0.275 -0.427 -0.588 -0.043
N -12.9613 0.4471 2.3277 2.547 0.846 2.371 -0.169
O -13.5509 0.9521 1.2489 -1.891 1.096 -2.729 0.009
H -13.6186 -2.8254 1.7525 -0.055 0.078 0.578 0.082
H -14.3452 -1.6521 0.7465 -0.261 0.628 0.342 0.081
H -12.6312 -1.7798 0.8487 0.358 0.317 0.047 0.078
H -15.4959 -0.0292 3.1661 0.060 -0.112 -0.352 0.082
H -15.3400 -1.8134 3.1027 -0.179 0.121 -0.514 0.073
H -14.8193 -1.0006 4.4485 0.432 0.442 0.216 0.064
H -12.7607 -2.3835 4.1973 -0.358 -0.356 -0.777 0.112
H -11.5273 -1.7196 3.0730 0.225 -0.136 0.235 0.112
H -12.7687 -0.5622 5.6479 0.133 0.354 -0.031 0.103
H -11.0295 -0.8879 5.2466 -0.339 -0.599 0.620 0.101
H -10.7237 0.6113 3.5862 0.195 0.146 0.189 0.115
H -11.3432 1.4724 5.0747 0.366 0.275 -0.282 0.109
H -14.4978 1.1310 4.7408 0.039 0.171 -0.278 0.053
H -14.3493 2.7737 3.9907 -0.572 -0.353 -0.358 0.077
H -13.3886 2.3590 5.2822 0.565 -0.309 0.037 0.077
H -12.8271 3.0659 1.9871 -0.104 0.662 0.375 0.080
H -11.1593 2.8278 2.4199 0.164 -0.782 -0.215 0.080
H -12.0956 3.4902 3.6469 -0.647 0.209 -0.167 0.085
H -12.9716 0.6641 0.5397 -0.113 0.282 -0.426 0.117
C 7.4803 7.8999 -4.0218 0.365 1.662 -0.213 -0.022
C 7.8473 7.7144 -5.5389 0.668 -1.083 1.152 -0.451
C 9.2438 8.4874 -5.7918 -1.890 0.066 -0.463 -0.015
C 8.1600 6.2550 -5.8177 -0.136 -1.259 -0.659 -0.166
C 6.9705 5.2547 -5.8656 0.170 1.437 -0.468 -0.160
C 5.9994 5.7954 -6.9201 1.014 -0.262 0.273 -0.175
C 5.5768 7.2761 -6.6649 -0.797 -3.174 1.059 -0.470
C 4.7303 7.5361 -7.9237 0.460 2.273 0.087 -0.045
C 4.6544 7.1571 -5.3952 -0.771 0.734 -0.578 -0.034
N 6.8079 8.0519 -6.5400 0.887 -0.532 -0.262 -0.117
O 6.6190 9.4268 -6.6052 -0.507 0.865 0.096 -0.002
H 6.4722 7.7040 -3.6566 0.184 -0.291 -0.443 0.057
H 8.2023 7.4917 -3.3145 0.116 -0.717 -0.387 0.082
H 7.6569 8.9600 -3.8395 -0.455 0.353 0.090 0.066
H 9.3162 8.6731 -6.8635 0.072 -0.015 -0.101 0.073
H 9.2424 9.4582 -5.2962 -0.006 -0.049 0.030 0.069
H 10.1399 7.9360 -5.5069 -0.362 -0.270 0.269 0.078
H 8.5509 6.2658 -6.8352 0.250 -0.195 -0.200 0.114
H 8.9605 5.8550 -5.1954 -0.036 0.280 0.304 0.115
H 7.3483 4.2963 -6.2218 -0.079 -0.176 0.452 0.109
H 6.4524 5.1958 -4.9084 0.265 -0.393 0.117 0.098
H 5.1430 5.1290 -7.0235 -0.296 0.276 0.176 0.116
H 6.5223 5.7276 -7.8740 0.049 0.216 -0.222 0.113
H 4.2987 8.5363 -7.8834 -0.092 0.231 0.072 0.076
H 3.8786 6.8881 -8.1307 0.429 -0.466 0.464 0.088
H 5.4013 7.5735 -8.7818 -0.016 -0.289 -0.133 0.085
H 5.0097 6.6586 -4.4933 0.551 0.215 -0.329 0.055
H 3.7863 6.5584 -5.6711 -0.109 -0.014 -0.274 0.077
H 4.2425 8.1273 -5.1174 0.142 0.167 0.152 0.084
H 7.0309 9.6273 -7.4489 -0.068 0.408 -0.060 0.103
```
Forces are in eV/Å.

(2)
ORCA calculation (the ωB97M-V functional and the def2-TZVPD basis) on a molecular structure, C3H6O3.

Computed properties:
strongest force on any atom: 0.13421 Eh/bohr
energy: -9346.51153 eV
energy above the lowest of the compared OMol25 structures with the same formula, charge and spin: 110.8 kcal/mol

Structure (XYZ):
```
12
Properties=species:S:1:pos:R:3:forces:R:3:lowdin_charge:R:1
C -0.5755 -0.2400 -1.2542 2.306 0.426 -0.154 -0.178
C -0.3884 0.3442 0.9400 3.284 1.399 5.907 -0.043
C 0.7239 0.0371 0.1546 -4.183 -1.445 -3.708 -0.297
O 0.4290 0.5110 2.4715 -1.606 0.005 -0.956 -0.192
O -0.0940 -1.3781 -1.8886 -0.007 -0.433 -0.401 -0.076
O 1.8350 -0.2599 -0.0248 0.693 0.244 0.175 0.199
H 1.1153 1.1940 2.4269 -0.344 -0.089 -0.318 0.027
H 0.8698 -1.3339 -1.9535 -0.119 0.084 0.052 0.084
H -0.4339 0.6783 -1.8348 -0.077 0.020 -0.231 0.094
H -1.6417 -0.3785 -1.0762 0.188 -0.013 0.512 0.101
H -0.8372 1.3203 0.7869 -0.182 -0.292 -0.397 0.138
H -1.0024 -0.4946 1.2522 0.046 0.096 -0.482 0.143
```
Forces are in eV/Å.

(3)
ORCA calculation (the ωB97M-V functional and the def2-TZVPD basis) on 2 unconnected molecules or ions with the total composition C4H12N2.

Computed properties:
total charge: +2
strongest force on any atom: 0.06948 Eh/bohr
energy: -7301.29656 eV
energy above the lowest of the compared OMol25 structures with the same formula, charge and spin: 102.3 kcal/mol

Structure (XYZ):
```
18
Properties=species:S:1:pos:R:3:forces:R:3:lowdin_charge:R:1
C 0.0159 0.2050 -0.7652 -1.809 2.852 0.656 0.213
C 1.1942 -0.2229 -0.0025 1.700 -0.333 -2.703 -0.125
C 0.3050 -0.5909 1.1859 0.451 -3.285 -1.332 -0.296
C -0.5481 -1.6337 1.0198 0.532 1.892 1.823 0.228
N 0.7341 -0.1156 2.4952 1.017 1.235 2.037 0.241
N -1.1846 1.3835 -2.7299 1.227 -0.925 -1.556 0.049
H -0.5562 -0.3080 -1.5478 0.454 -0.516 0.705 0.103
H -0.4849 1.1910 -0.5351 0.535 -1.334 0.065 0.127
H 1.7331 -0.9887 -0.7478 -0.761 0.898 2.728 0.206
H 1.9098 0.5825 0.2909 -0.591 -0.384 -0.501 0.155
H -1.2236 -1.9361 1.8107 0.023 -0.337 -0.024 0.122
H -0.5047 -2.1598 0.1109 -0.420 -0.531 -1.088 0.102
H 0.5255 0.8988 2.6703 -0.253 -0.790 0.016 0.210
H 1.7972 -0.1179 2.5720 -1.206 -0.327 -0.294 0.218
H 0.4204 -0.6774 3.3615 0.044 0.799 -1.650 0.236
H -1.1253 2.3750 -2.8698 0.055 0.632 0.009 0.057
H -0.8473 0.9653 -3.6304 -0.367 0.539 0.969 0.093
H -2.1604 1.1499 -2.6886 -0.633 -0.085 0.141 0.060
```
Forces are in eV/Å.

Q: energy of number 2 (C3H6O3)?
A: -9346.51153 eV

Q: The highest energy above the lowest of the compared OMol25 structures with the same formula, charge and spin belongs to which entry?
A: C63H133N7O7

Q: Which of these has the highest strongest force on any atom?
A: C3H6O3

Q: The lowest strongest force on any atom belongs to which entry?
A: C4H12N2